Entry 1:
The following is a quantum chemistry calculation of a structure of composition C48H53AlCl3N4O4P2S at a distorted geometry, from OMol25.

Geometry (Å):
1 Al -1.160 -0.113 2.087
2 C -3.579 -1.121 3.427
3 P -2.581 -2.116 2.194
4 C -3.586 -2.499 0.763
5 C -4.931 -2.845 0.848
6 C -5.638 -3.244 -0.293
7 C -4.996 -3.223 -1.499
8 C -3.676 -2.905 -1.605
9 C -2.946 -2.536 -0.486
10 C -2.051 -3.721 2.898
11 C -2.011 -4.830 2.057
12 C -1.636 -6.049 2.573
13 C -1.244 -6.215 3.890
14 C -1.165 -5.057 4.711
15 C -1.581 -3.862 4.231
16 C -3.768 0.228 2.627
17 C -4.948 0.967 2.491
18 C -4.664 1.940 1.497
19 C -3.371 1.751 1.084
20 C -2.681 2.348 -0.049
21 P -2.153 1.028 -1.320
22 C -1.144 1.994 -2.493
23 C -1.231 3.355 -2.722
24 C -0.503 3.907 -3.784
25 C 0.412 3.155 -4.536
26 C 0.545 1.827 -4.237
27 C -0.232 1.249 -3.240
28 C -3.646 0.652 -2.298
29 C -4.891 0.697 -1.758
30 C -5.994 0.299 -2.566
31 C -5.832 -0.196 -3.855
32 C -4.555 -0.267 -4.360
33 C -3.469 0.138 -3.597
34 N -2.773 0.722 1.822
35 H -2.949 -0.970 4.309
36 H -4.567 -1.585 3.566
37 H -5.419 -2.823 1.794
38 H -6.722 -3.412 -0.165
39 H -5.534 -3.584 -2.379
40 H -3.171 -2.963 -2.549
41 H -1.909 -2.268 -0.549
42 H -2.321 -4.712 1.074
43 H -1.639 -6.925 1.917
44 H -0.975 -7.184 4.260
45 H -0.759 -5.143 5.749
46 H -1.547 -2.937 4.822
47 H -5.861 0.787 3.073
48 H -5.322 2.705 1.121
49 H -1.756 2.866 0.239
50 H -3.311 3.112 -0.537
51 H -2.021 3.963 -2.239
52 H -0.551 4.972 -3.983
53 H 0.999 3.668 -5.316
54 H 1.214 1.264 -4.848
55 H -0.154 0.153 -3.028
56 H -5.047 1.061 -0.753
57 H -7.019 0.391 -2.213
58 H -6.734 -0.387 -4.461
59 H -4.355 -0.635 -5.355
60 H -2.496 0.081 -4.060
61 Cl 1.050 -2.519 2.178
62 C 1.088 -3.511 0.721
63 Cl 0.876 -2.476 -0.676
64 H 0.318 -4.225 0.722
65 H 2.079 -3.885 0.699
66 C -0.255 0.627 6.118
67 S 0.438 -0.200 4.781
68 O 1.552 0.577 4.306
69 O 0.675 -1.561 5.171
70 O -0.763 -0.171 3.785
71 H 0.409 0.445 6.996
72 H -1.254 0.180 6.322
73 H -0.249 1.704 5.932
74 C 4.002 2.941 -3.709
75 C 4.535 3.059 -2.253
76 C 6.016 2.679 -2.307
77 C 4.452 4.487 -1.790
78 C 3.689 2.114 -1.287
79 O 4.142 2.166 0.025
80 C 3.524 0.660 -1.808
81 C 4.607 -0.419 -1.740
82 C 5.047 -0.739 -0.295
83 C 4.135 -1.215 0.629
84 C 4.526 -1.434 1.910
85 C 5.797 -1.128 2.308
86 Cl 6.302 -1.455 3.958
87 C 6.687 -0.566 1.443
88 C 6.302 -0.391 0.108
89 C 2.218 2.711 -1.202
90 N 1.472 2.149 -0.039
91 C 0.781 1.014 0.035
92 N 0.253 0.913 1.271
93 C 0.619 2.088 1.892
94 N 1.388 2.776 1.130
95 H 4.587 3.664 -4.275
96 H 2.911 3.237 -3.806
97 H 4.202 1.951 -4.223
98 H 6.592 3.393 -2.953
99 H 6.177 1.748 -2.786
100 H 6.434 2.654 -1.319
101 H 5.238 5.049 -2.298
102 H 4.536 4.631 -0.713
103 H 3.484 4.941 -2.052
104 H 4.933 1.629 0.175
105 H 3.151 0.761 -2.803
106 H 2.719 0.285 -1.197
107 H 5.476 -0.157 -2.294
108 H 4.168 -1.333 -2.138
109 H 3.134 -1.388 0.355
110 H 3.820 -1.868 2.640
111 H 7.678 -0.347 1.840
112 H 6.955 -0.083 -0.710
113 H 1.632 2.538 -2.102
114 H 2.281 3.739 -0.867
115 H 0.663 0.296 -0.721
116 H 0.377 2.312 2.923

Calculated values
net charge: +1
E_tot: -5084.72721 hartree
Kohn-Sham gap: 0.2965 hartree
HOMO energy: -0.3695 hartree

=====

Entry 2:
The following is a quantum chemistry calculation of a cluster of 6 separate species, C48H53BN5O2 in total at a distorted geometry, from OMol25.

Geometry (Å):
1 C 7.103 -5.921 0.958
2 C 6.770 -4.821 -0.212
3 C 7.727 -3.490 -0.419
4 C 7.435 -2.334 -1.550
5 C 6.143 -2.534 -2.553
6 C 5.155 -3.835 -2.402
7 C 5.483 -4.970 -1.219
8 C 4.366 -6.214 -1.145
9 C 2.885 -5.436 -1.136
10 N 1.829 -5.618 -2.204
11 B 1.765 -6.478 -3.453
12 N 0.394 -7.123 -3.767
13 O 2.943 -6.670 -4.368
14 C 0.664 -4.726 -1.833
15 O -0.645 -4.488 -2.479
16 C 1.152 -3.983 -0.455
17 C 0.144 -2.856 0.261
18 C -0.233 -1.557 -0.660
19 C -1.226 -0.419 0.043
20 C -1.723 -0.725 1.608
21 C -1.160 -2.105 2.290
22 N -0.283 -3.155 1.669
23 N 2.522 -4.468 -0.033
24 C 3.246 -4.016 1.216
25 C 2.888 -5.076 2.435
26 N 3.798 -6.284 2.493
27 H 6.345 -6.815 0.982
28 H 8.202 -6.304 0.804
29 H 7.015 -5.363 2.009
30 H 8.633 -3.366 0.323
31 H 8.146 -1.390 -1.619
32 H 5.945 -1.695 -3.345
33 H 4.221 -3.939 -3.104
34 H 4.523 -6.911 -0.218
35 H 4.452 -6.834 -2.142
36 H -0.219 -6.390 -4.226
37 H -0.016 -7.338 -2.808
38 H 3.173 -5.738 -4.717
39 H -1.296 -5.005 -1.887
40 H 0.181 -1.420 -1.757
41 H -1.547 0.567 -0.544
42 H -2.418 0.074 2.111
43 H -1.502 -2.301 3.417
44 H 2.780 -2.957 1.510
45 H 4.395 -3.830 1.084
46 H 2.992 -4.507 3.478
47 H 1.786 -5.472 2.370
48 H 3.592 -6.989 1.751
49 H 4.809 -6.028 2.541
50 C -4.818 3.873 1.543
51 C -4.585 5.166 2.009
52 C -3.286 5.579 2.302
53 C -2.217 4.701 2.118
54 C -2.450 3.409 1.648
55 C -3.750 2.993 1.364
56 H -5.831 3.550 1.318
57 H -5.417 5.853 2.146
58 H -3.105 6.585 2.672
59 H -1.204 5.024 2.342
60 H -1.617 2.725 1.504
61 H -3.932 1.984 1.003
62 C -4.996 5.215 -4.473
63 C -5.694 5.761 -3.395
64 C -5.232 5.566 -2.094
65 C -4.066 4.833 -1.870
66 C -3.366 4.291 -2.948
67 C -3.833 4.478 -4.249
68 H -5.358 5.364 -5.487
69 H -6.598 6.338 -3.570
70 H -5.780 5.985 -1.254
71 H -3.704 4.685 -0.857
72 H -2.457 3.721 -2.774
73 H -3.291 4.050 -5.088
74 C 2.987 2.033 1.566
75 C 3.472 3.129 2.278
76 C 2.686 3.725 3.264
77 C 1.416 3.217 3.544
78 C 0.933 2.119 2.833
79 C 1.716 1.529 1.841
80 H 3.599 1.571 0.795
81 H 4.464 3.520 2.065
82 H 3.061 4.583 3.815
83 H 0.805 3.678 4.315
84 H -0.056 1.723 3.053
85 H 1.336 0.677 1.285
86 C -4.992 3.270 6.246
87 C -4.738 4.477 5.596
88 C -4.749 5.672 6.315
89 C -5.004 5.659 7.687
90 C -5.255 4.450 8.337
91 C -5.253 3.256 7.616
92 H -4.987 2.339 5.685
93 H -4.533 4.487 4.529
94 H -4.557 6.614 5.808
95 H -5.008 6.589 8.248
96 H -5.452 4.440 9.406
97 H -5.454 2.316 8.122
98 C -1.133 0.512 -5.146
99 C -1.305 -0.328 -6.246
100 C -1.276 0.197 -7.537
101 C -1.064 1.562 -7.730
102 C -0.887 2.402 -6.630
103 C -0.926 1.878 -5.338
104 H -1.159 0.103 -4.140
105 H -1.464 -1.393 -6.096
106 H -1.417 -0.457 -8.393
107 H -1.036 1.971 -8.736
108 H -0.720 3.466 -6.781
109 H -0.794 2.534 -4.482

Calculated values
net charge: +1
E_tot: -2309.07705 hartree
Kohn-Sham gap: 0.2468 hartree
HOMO energy: -0.3841 hartree

=====

Entry 3:
The following is a quantum chemistry calculation of a structure of composition C48H53FeIN5O2P3S at a distorted geometry, from OMol25.

Geometry (Å):
1 Fe 0.980 0.638 0.171
2 I 1.497 0.812 2.891
3 C 2.422 2.689 2.543
4 C 2.602 3.529 3.596
5 C 2.816 4.905 3.333
6 C 2.674 5.402 2.068
7 C 2.431 4.538 0.971
8 C 2.071 4.995 -0.333
9 C 1.692 4.107 -1.287
10 C 1.836 2.702 -1.109
11 C 2.431 2.248 0.061
12 C 2.465 3.150 1.197
13 H 2.528 3.175 4.617
14 H 3.010 5.576 4.162
15 H 2.709 6.473 1.897
16 H 2.067 6.060 -0.542
17 H 1.362 4.481 -2.249
18 H 1.751 2.035 -1.967
19 C 1.309 -3.386 0.441
20 N 0.081 -3.756 -0.225
21 C -0.790 -2.771 -0.828
22 P -0.939 -1.088 -0.039
23 C -1.648 -1.463 1.601
24 C -1.921 -2.765 2.024
25 C -2.382 -3.003 3.314
26 C -2.587 -1.949 4.193
27 C -2.323 -0.646 3.782
28 C -1.842 -0.408 2.501
29 C -2.356 -0.660 -1.119
30 C -2.057 -0.164 -2.386
31 C -3.059 0.019 -3.332
32 C -4.372 -0.298 -3.014
33 C -4.676 -0.813 -1.758
34 C -3.670 -1.006 -0.819
35 C -0.332 -5.095 -0.161
36 C 0.204 -5.960 0.799
37 C -0.213 -7.285 0.862
38 C -1.171 -7.774 -0.013
39 C -1.701 -6.919 -0.968
40 C -1.285 -5.596 -1.054
41 P 2.164 -1.814 -0.096
42 C 3.795 -2.345 0.565
43 C 4.122 -2.065 1.888
44 C 5.341 -2.468 2.418
45 C 6.249 -3.154 1.626
46 C 5.923 -3.456 0.310
47 C 4.705 -3.052 -0.220
48 C 2.385 -1.996 -1.916
49 C 3.005 -0.957 -2.625
50 C 3.230 -1.073 -3.993
51 C 2.838 -2.216 -4.675
52 C 2.231 -3.255 -3.981
53 C 2.013 -3.151 -2.611
54 H 2.040 -4.180 0.314
55 H 1.171 -3.256 1.527
56 H -1.809 -3.149 -0.837
57 H -0.526 -2.556 -1.870
58 H -1.787 -3.607 1.357
59 H -2.581 -4.021 3.629
60 H -2.948 -2.140 5.197
61 H -2.483 0.184 4.463
62 H -1.606 0.607 2.195
63 H -1.024 0.058 -2.641
64 H -2.813 0.395 -4.320
65 H -5.158 -0.159 -3.748
66 H -5.699 -1.080 -1.515
67 H -3.910 -1.435 0.150
68 H 0.935 -5.602 1.514
69 H 0.218 -7.937 1.614
70 H -1.498 -8.805 0.047
71 H -2.441 -7.283 -1.671
72 H -1.688 -4.967 -1.839
73 H 3.416 -1.544 2.526
74 H 5.583 -2.230 3.447
75 H 7.210 -3.449 2.030
76 H 6.621 -4.004 -0.313
77 H 4.477 -3.286 -1.253
78 H 3.349 -0.078 -2.095
79 H 3.729 -0.268 -4.522
80 H 3.019 -2.306 -5.740
81 H 1.934 -4.158 -4.502
82 H 1.562 -3.986 -2.088
83 O 5.495 0.359 -0.135
84 S 4.568 1.014 0.820
85 N 3.068 1.024 0.075
86 C -2.793 4.993 1.542
87 N -1.727 4.050 1.225
88 C -0.588 4.098 2.132
89 P -1.814 3.052 -0.059
90 O -0.846 1.898 0.109
91 N -1.486 3.896 -1.430
92 C -1.471 3.202 -2.716
93 C -1.680 5.340 -1.527
94 N -3.379 2.572 -0.146
95 C -3.967 1.978 1.064
96 C -4.371 3.199 -1.024
97 H -2.412 6.017 1.542
98 H -3.203 4.790 2.534
99 H -3.603 4.934 0.818
100 H -0.133 5.092 2.136
101 H 0.160 3.380 1.823
102 H -0.908 3.858 3.150
103 H -1.115 2.183 -2.587
104 H -0.792 3.723 -3.395
105 H -2.453 3.163 -3.197
106 H -1.565 5.809 -0.553
107 H -2.659 5.608 -1.938
108 H -0.913 5.755 -2.186
109 H -3.511 1.023 1.302
110 H -5.026 1.800 0.883
111 H -3.872 2.635 1.937
112 H -3.898 3.723 -1.848
113 H -4.993 3.917 -0.478
114 H -5.024 2.433 -1.442

Calculated values
net charge: +1
E_tot: -5268.64368 hartree
Kohn-Sham gap (alpha / beta): 0.2531 / 0.2628 hartree
HOMO energy (alpha / beta): -0.3344 / -0.3610 hartree
2S+1: 6

=====

Entry 4:
The following is a quantum chemistry calculation of a cluster of 12 separate species, C48H54Cl6F6O3 in total at a distorted geometry, from OMol25.

Geometry (Å):
1 F -0.905 -0.304 -0.709
2 C 0.151 -0.131 0.105
3 C -0.002 0.490 1.371
4 C 1.047 0.443 2.258
5 C 2.260 -0.101 1.884
6 C 2.402 -0.597 0.646
7 C 1.399 -0.628 -0.290
8 H -1.001 0.764 1.673
9 H 0.919 0.862 3.245
10 H 3.120 -0.073 2.537
11 H 3.296 -1.061 0.256
12 H 1.389 -1.272 -1.157
13 F -5.255 3.887 -4.260
14 C -4.526 3.342 -3.324
15 C -4.317 1.930 -3.423
16 C -3.505 1.341 -2.449
17 C -2.846 2.109 -1.467
18 C -3.043 3.507 -1.393
19 C -3.818 4.084 -2.405
20 H -4.787 1.370 -4.219
21 H -3.384 0.268 -2.470
22 H -2.293 1.605 -0.688
23 H -2.618 4.147 -0.634
24 H -4.074 5.132 -2.342
25 F -2.523 1.905 2.799
26 C -2.444 3.231 3.127
27 C -1.475 4.089 2.528
28 C -1.426 5.422 2.957
29 C -2.359 5.805 3.930
30 C -3.276 4.938 4.473
31 C -3.403 3.676 4.001
32 H -0.770 3.694 1.812
33 H -0.788 6.136 2.457
34 H -2.385 6.849 4.207
35 H -3.882 5.197 5.328
36 H -4.076 2.962 4.452
37 F 0.154 -5.729 -4.012
38 C -0.815 -5.045 -3.347
39 C -0.359 -4.362 -2.225
40 C -1.236 -3.660 -1.368
41 C -2.620 -3.819 -1.703
42 C -3.010 -4.664 -2.735
43 C -2.143 -5.194 -3.666
44 H 0.713 -4.386 -2.096
45 H -0.917 -3.175 -0.458
46 H -3.384 -3.358 -1.095
47 H -4.057 -4.749 -2.988
48 H -2.364 -5.745 -4.568
49 F 5.932 -2.034 1.109
50 C 6.703 -3.173 1.328
51 C 6.136 -4.393 1.518
52 C 6.982 -5.493 1.654
53 C 8.295 -5.367 1.487
54 C 8.921 -4.186 1.173
55 C 8.098 -3.043 1.204
56 H 5.078 -4.580 1.637
57 H 6.578 -6.444 1.969
58 H 8.918 -6.249 1.509
59 H 9.977 -4.154 0.951
60 H 8.519 -2.078 0.963
61 F -0.566 5.930 -1.294
62 C 0.609 5.289 -1.314
63 C 1.793 5.859 -1.733
64 C 2.964 5.091 -1.534
65 C 2.983 3.760 -1.156
66 C 1.762 3.228 -0.753
67 C 0.581 3.927 -0.863
68 H 1.741 6.909 -1.983
69 H 3.871 5.676 -1.502
70 H 3.939 3.264 -1.076
71 H 1.511 2.242 -0.390
72 H -0.335 3.454 -0.541
73 C 2.471 -2.909 4.443
74 Cl 3.341 -4.043 5.456
75 Cl 2.142 -1.388 5.144
76 H 2.982 -2.893 3.481
77 H 1.527 -3.436 4.303
78 C -2.429 -1.963 2.954
79 Cl -3.116 -2.837 1.556
80 Cl -2.956 -2.770 4.478
81 H -1.342 -2.018 2.895
82 H -2.787 -0.933 2.963
83 C -1.086 2.003 7.091
84 Cl -0.533 1.201 5.643
85 Cl -0.325 3.575 7.386
86 H -2.122 2.210 6.823
87 H -1.112 1.225 7.854
88 C -1.192 -2.499 -5.925
89 C -1.531 -1.561 -4.793
90 O -2.708 -1.320 -4.541
91 C -0.314 -1.244 -3.874
92 H -0.123 -2.633 -5.765
93 H -1.287 -2.002 -6.891
94 H -1.800 -3.400 -5.844
95 H 0.154 -2.164 -3.524
96 H -0.550 -0.630 -3.004
97 H 0.323 -0.566 -4.441
98 C -4.553 0.383 1.066
99 C -5.532 -0.419 0.251
100 O -5.254 -1.456 -0.396
101 C -6.934 0.205 0.022
102 H -4.875 0.523 2.098
103 H -4.400 1.365 0.618
104 H -3.602 -0.144 0.993
105 H -7.549 -0.154 -0.803
106 H -6.997 1.293 0.022
107 H -7.545 -0.082 0.878
108 C 4.878 -1.211 -2.184
109 C 3.658 -0.647 -2.843
110 O 2.836 -1.429 -3.404
111 C 3.344 0.787 -2.791
112 H 5.610 -1.683 -2.839
113 H 4.451 -1.916 -1.472
114 H 5.338 -0.473 -1.527
115 H 3.777 1.344 -3.622
116 H 3.687 1.240 -1.861
117 H 2.279 0.899 -2.991

Calculated values
net charge: -1
E_tot: -5447.36050 hartree
Kohn-Sham gap (alpha / beta): 0.0554 / 0.3293 hartree
HOMO energy (alpha / beta): 0.0182 / -0.2568 hartree
2S+1: 2

=====

The lowest E_tot belongs to which entry? C48H54Cl6F6O3